# 1
Here is C57H47MnN8O5P3S as an isolated structure in a non-equilibrium geometry from the OMol25 dataset. Energies are from ωB97M-V with the def2-TZVPD basis set.

Geometry (Å):
Mn (-1.049, 0.134, -0.778)
O (0.367, 2.640, -1.463)
N (-1.889, 1.314, -1.762)
C (-2.982, 1.849, -2.128)
C (-4.313, 1.490, -1.660)
C (-5.422, 2.254, -2.041)
C (-6.684, 1.950, -1.574)
C (-6.876, 0.872, -0.719)
C (-5.796, 0.089, -0.350)
C (-4.521, 0.384, -0.818)
P (-3.128, -0.679, -0.325)
C (-3.461, -0.907, 1.435)
C (-3.783, -1.972, 2.186)
C (-3.693, -1.911, 3.630)
C (-3.245, -0.840, 4.292)
C (-2.836, 0.423, 3.615)
C (-2.890, 0.321, 2.080)
C (-3.389, -2.140, -1.390)
C (-3.207, -1.828, -2.741)
C (-3.269, -2.811, -3.706)
C (-3.506, -4.128, -3.337)
C (-3.666, -4.446, -2.001)
C (-3.596, -3.463, -1.024)
H (0.539, 3.534, -1.789)
H (-2.941, 2.669, -2.851)
H (-5.271, 3.101, -2.697)
H (-7.526, 2.559, -1.868)
H (-7.861, 0.644, -0.341)
H (-5.927, -0.752, 0.317)
H (-4.114, -2.904, 1.755)
H (-3.974, -2.805, 4.167)
H (-3.168, -0.861, 5.370)
H (-3.377, 1.272, 4.043)
H (-3.242, 1.239, 1.591)
H (-2.987, -0.801, -3.019)
H (-3.124, -2.553, -4.745)
H (-3.555, -4.903, -4.087)
H (-3.838, -5.473, -1.710)
H (-3.686, -3.742, 0.014)
C (4.183, 0.304, -1.617)
N (2.765, 0.046, -1.461)
P (2.230, -1.034, -0.253)
C (3.239, -0.646, 1.237)
C (4.546, -1.066, 1.460)
C (5.164, -0.775, 2.663)
C (4.491, -0.072, 3.651)
C (3.195, 0.360, 3.427)
C (2.575, 0.075, 2.225)
C (3.055, -2.593, -0.770)
C (3.392, -2.862, -2.046)
C (3.893, -4.150, -2.464)
C (3.918, -5.198, -1.637)
C (3.275, -5.126, -0.299)
C (2.952, -3.701, 0.237)
P (1.433, 1.364, -1.816)
C (0.681, 0.705, -3.344)
C (0.670, -0.655, -3.625)
C (0.044, -1.125, -4.766)
C (-0.555, -0.242, -5.649)
C (-0.537, 1.118, -5.378)
C (0.066, 1.590, -4.228)
C (2.699, 2.534, -2.460)
C (3.248, 3.443, -1.559)
C (4.191, 4.362, -1.984)
C (4.577, 4.392, -3.314)
C (4.022, 3.500, -4.215)
C (3.096, 2.564, -3.788)
H (4.735, -0.615, -1.413)
H (4.548, 1.078, -0.935)
H (4.393, 0.615, -2.642)
H (5.093, -1.621, 0.705)
H (6.179, -1.108, 2.831)
H (4.985, 0.148, 4.585)
H (2.670, 0.922, 4.184)
H (1.565, 0.416, 2.039)
H (3.358, -2.081, -2.795)
H (4.279, -4.233, -3.470)
H (4.329, -6.148, -1.939)
H (3.733, -5.793, 0.433)
H (3.296, -3.429, 1.236)
H (1.171, -1.334, -2.951)
H (0.032, -2.187, -4.978)
H (-1.024, -0.613, -6.548)
H (-0.991, 1.810, -6.070)
H (0.076, 2.650, -4.021)
H (2.933, 3.425, -0.522)
H (4.624, 5.055, -1.278)
H (5.306, 5.115, -3.647)
H (4.312, 3.527, -5.255)
H (2.680, 1.858, -4.493)
O (0.138, 6.663, 6.502)
S (1.294, 5.881, 6.118)
O (1.688, 5.963, 4.733)
O (2.366, 5.769, 7.077)
C (0.471, 4.189, 6.238)
N (0.340, 3.664, 7.422)
C (-0.277, 2.472, 7.416)
C (-0.705, 1.868, 6.258)
C (-0.495, 2.540, 5.029)
N (0.101, 3.758, 5.092)
C (-0.821, 2.048, 3.740)
C (-0.604, 2.838, 2.626)
C (-0.579, 2.331, 1.326)
N (-0.766, 1.062, 1.001)
C (-1.344, 0.248, 2.038)
C (-1.295, 0.650, 3.540)
H (-0.408, 2.019, 8.390)
H (-1.195, 0.910, 6.276)
H (-0.301, 3.861, 2.782)
H (-0.298, 2.998, 0.526)
H (-1.006, -0.788, 1.941)
H (-0.723, -0.057, 4.145)
N (-0.267, -3.651, -2.058)
C (-0.195, -2.852, -0.956)
O (-0.557, -1.636, -1.035)
C (0.363, -3.393, 0.225)
C (0.130, -2.861, 1.482)
N (-0.121, -2.542, 2.564)
C (1.537, -4.216, 0.089)
N (1.809, -5.370, -0.415)
H (0.207, -4.542, -2.011)
H (-0.387, -3.210, -2.955)

The spin multiplicity is 6. For the total energy, the calculation gives -5587.56074 Eh. The value obtained for the strongest force on any atom is 4.26 eV Å⁻¹. Its frontier orbital gap (alpha / beta) is 5.1 / 5.0 eV. The LUMO energy (alpha / beta) comes out at -0.0741 / -0.0788 Eh.


# 2
Here is C18H44NO7PSSi2 as an isolated structure from the OMol25 dataset. Energies are from ωB97M-V with the def2-TZVPD basis set.

Geometry (Å):
N (2.914, -2.154, -0.325)
Si (2.199, -0.601, -0.103)
O (0.651, -0.561, -0.675)
Si (-0.732, -0.859, 0.136)
P (-1.235, -3.082, 0.298)
S (0.120, -4.287, -0.446)
H (3.916, -2.049, -0.453)
H (2.772, -2.777, 0.461)
H (3.075, 0.334, -0.818)
H (2.180, -0.251, 1.343)
H (-0.746, -0.282, 1.478)
H (-1.830, -0.264, -0.653)
H (-1.511, -3.298, 1.655)
H (-2.499, -3.239, -0.283)
C (-1.993, 2.133, 4.158)
C (-2.630, 0.769, 4.072)
O (-2.485, 0.063, 3.096)
C (-3.452, 0.340, 5.255)
H (-1.431, 2.333, 3.247)
H (-2.761, 2.893, 4.291)
H (-1.328, 2.176, 5.018)
H (-4.269, 1.040, 5.411)
H (-2.831, 0.332, 6.153)
H (-3.861, -0.651, 5.081)
C (1.666, -4.545, -3.697)
C (2.419, -5.315, -4.752)
O (1.868, -6.045, -5.541)
C (3.922, -5.124, -4.773)
H (0.603, -4.755, -3.772)
H (2.013, -4.821, -2.701)
H (1.834, -3.474, -3.824)
H (4.350, -5.424, -3.816)
H (4.163, -4.071, -4.936)
H (4.357, -5.723, -5.569)
C (-7.222, 0.367, 2.871)
C (-7.415, 0.930, 4.259)
O (-6.587, 0.773, 5.125)
C (-8.692, 1.699, 4.509)
H (-6.271, -0.159, 2.818)
H (-8.033, -0.323, 2.629)
H (-7.232, 1.172, 2.134)
H (-9.556, 1.059, 4.327)
H (-8.754, 2.552, 3.831)
H (-8.712, 2.051, 5.537)
C (4.441, -0.965, -3.630)
C (5.550, -0.135, -3.031)
O (5.431, 0.425, -1.965)
C (6.820, -0.041, -3.842)
H (3.578, -0.958, -2.969)
H (4.159, -0.550, -4.598)
H (4.781, -1.994, -3.767)
H (6.600, 0.390, -4.820)
H (7.238, -1.038, -3.998)
H (7.545, 0.578, -3.320)
C (-1.553, 4.582, 8.797)
C (-2.218, 4.451, 7.448)
O (-2.444, 3.373, 6.951)
C (-2.588, 5.739, 6.749)
H (-1.337, 3.594, 9.196)
H (-0.624, 5.147, 8.705)
H (-2.207, 5.117, 9.487)
H (-1.695, 6.345, 6.584)
H (-3.278, 6.316, 7.366)
H (-3.056, 5.518, 5.794)
C (2.224, 0.689, -7.781)
C (3.723, 0.502, -7.781)
O (4.357, 0.464, -6.752)
C (4.389, 0.365, -9.129)
H (1.865, 0.775, -6.759)
H (1.959, 1.590, -8.336)
H (1.741, -0.161, -8.266)
H (4.201, 1.255, -9.732)
H (3.983, -0.497, -9.661)
H (5.460, 0.236, -8.996)

For the total energy, the calculation gives -2612.28655 Eh. The value obtained for the strongest force on any atom is 0.96 eV Å⁻¹. Its frontier orbital gap is 8.7 eV. The LUMO energy comes out at 0.0223 Eh.


# 3
Here is C17H13BrNNaO2 as an isolated structure in a non-equilibrium geometry from the OMol25 dataset. Energies are from ωB97M-V with the def2-TZVPD basis set.

Geometry (Å):
Br (5.277, 1.461, -1.334)
C (3.495, 1.087, -1.831)
C (3.128, -0.225, -2.180)
C (1.785, -0.551, -2.232)
C (0.779, 0.416, -1.960)
C (-0.532, -0.077, -1.693)
C (-1.573, 0.624, -0.994)
N (-2.792, -0.326, -0.814)
O (-3.961, 0.064, -0.723)
O (-2.487, -1.563, -0.772)
C (1.184, 1.804, -1.940)
C (2.548, 2.128, -1.884)
H (3.889, -0.987, -2.319)
H (1.481, -1.579, -2.412)
H (-0.792, -1.040, -2.148)
H (-1.936, 1.610, -1.403)
H (0.439, 2.603, -1.955)
H (2.852, 3.181, -1.842)
C (-2.266, 0.983, 2.364)
Na (-0.760, -3.009, -0.371)
C (-2.039, 1.680, 1.219)
C (-0.943, 1.055, 0.404)
C (-0.448, -0.056, 1.304)
C (-1.345, -0.146, 2.398)
C (-1.308, -1.345, 3.120)
C (-0.285, -2.273, 2.911)
C (0.788, -1.982, 2.064)
C (0.728, -0.837, 1.240)
H (-3.097, 1.070, 3.046)
H (-2.600, 2.478, 0.757)
H (-0.123, 1.724, 0.067)
H (-2.042, -1.531, 3.896)
H (-0.234, -3.195, 3.513)
H (1.638, -2.665, 1.961)
H (1.552, -0.581, 0.542)

The spin multiplicity is 2. For the total energy, the calculation gives -3597.02133 Eh. The value obtained for the strongest force on any atom is 4.01 eV Å⁻¹. Its frontier orbital gap (alpha / beta) is 2.9 / 3.4 eV. The total charge is -1. The LUMO energy (alpha / beta) comes out at 0.0490 / 0.0474 Eh.


Copy entry 2 word for word.
Here is C18H44NO7PSSi2 as an isolated structure from the OMol25 dataset. Energies are from ωB97M-V with the def2-TZVPD basis set.

Geometry (Å):
N (2.914, -2.154, -0.325)
Si (2.199, -0.601, -0.103)
O (0.651, -0.561, -0.675)
Si (-0.732, -0.859, 0.136)
P (-1.235, -3.082, 0.298)
S (0.120, -4.287, -0.446)
H (3.916, -2.049, -0.453)
H (2.772, -2.777, 0.461)
H (3.075, 0.334, -0.818)
H (2.180, -0.251, 1.343)
H (-0.746, -0.282, 1.478)
H (-1.830, -0.264, -0.653)
H (-1.511, -3.298, 1.655)
H (-2.499, -3.239, -0.283)
C (-1.993, 2.133, 4.158)
C (-2.630, 0.769, 4.072)
O (-2.485, 0.063, 3.096)
C (-3.452, 0.340, 5.255)
H (-1.431, 2.333, 3.247)
H (-2.761, 2.893, 4.291)
H (-1.328, 2.176, 5.018)
H (-4.269, 1.040, 5.411)
H (-2.831, 0.332, 6.153)
H (-3.861, -0.651, 5.081)
C (1.666, -4.545, -3.697)
C (2.419, -5.315, -4.752)
O (1.868, -6.045, -5.541)
C (3.922, -5.124, -4.773)
H (0.603, -4.755, -3.772)
H (2.013, -4.821, -2.701)
H (1.834, -3.474, -3.824)
H (4.350, -5.424, -3.816)
H (4.163, -4.071, -4.936)
H (4.357, -5.723, -5.569)
C (-7.222, 0.367, 2.871)
C (-7.415, 0.930, 4.259)
O (-6.587, 0.773, 5.125)
C (-8.692, 1.699, 4.509)
H (-6.271, -0.159, 2.818)
H (-8.033, -0.323, 2.629)
H (-7.232, 1.172, 2.134)
H (-9.556, 1.059, 4.327)
H (-8.754, 2.552, 3.831)
H (-8.712, 2.051, 5.537)
C (4.441, -0.965, -3.630)
C (5.550, -0.135, -3.031)
O (5.431, 0.425, -1.965)
C (6.820, -0.041, -3.842)
H (3.578, -0.958, -2.969)
H (4.159, -0.550, -4.598)
H (4.781, -1.994, -3.767)
H (6.600, 0.390, -4.820)
H (7.238, -1.038, -3.998)
H (7.545, 0.578, -3.320)
C (-1.553, 4.582, 8.797)
C (-2.218, 4.451, 7.448)
O (-2.444, 3.373, 6.951)
C (-2.588, 5.739, 6.749)
H (-1.337, 3.594, 9.196)
H (-0.624, 5.147, 8.705)
H (-2.207, 5.117, 9.487)
H (-1.695, 6.345, 6.584)
H (-3.278, 6.316, 7.366)
H (-3.056, 5.518, 5.794)
C (2.224, 0.689, -7.781)
C (3.723, 0.502, -7.781)
O (4.357, 0.464, -6.752)
C (4.389, 0.365, -9.129)
H (1.865, 0.775, -6.759)
H (1.959, 1.590, -8.336)
H (1.741, -0.161, -8.266)
H (4.201, 1.255, -9.732)
H (3.983, -0.497, -9.661)
H (5.460, 0.236, -8.996)

For the total energy, the calculation gives -2612.28655 Eh. The value obtained for the strongest force on any atom is 0.96 eV Å⁻¹. Its frontier orbital gap is 8.7 eV. The LUMO energy comes out at 0.0223 Eh.